Formula: C17H35Cl4NO14
Source: the Open Molecules 2025 dataset
Level of theory: ωB97M-V/def2-TZVPD

As for the SMILES: C[N+](=O)[O-].COC(=O)OC.COC(=O)OC.COC(=O)OC.COC(=O)OC.ClCCCl.ClCCCl. For the HOMO energy, the calculation gives -10.60 eV. The calculation puts the total energy at -98438.241 eV. As for the HOMO-LUMO gap: 0.395 Eh. The net charge is 0. Its multiplicity is 1. As for the energy relative to the best compared isomer or geometry (same formula, charge and spin): 0.000 eV.

Last column: Mulliken charge in e.
CARTESIAN COORDINATES (ANGSTROEM)
C1 -0.65 -20.46 -6.16  -0.937
N1 -1.82 -19.60 -6.43  1.041
O1 -2.56 -19.92 -7.33  -0.508
O2 -1.93 -18.59 -5.77  -0.523
H1 -0.99 -21.48 -6.01  0.379
H2 -0.03 -20.15 -5.33  0.142
H3 -0.05 -20.52 -7.07  0.400
C2 -5.44 -21.73 -3.65  -0.284
O3 -5.55 -22.59 -4.75  -0.390
C3 -4.52 -22.97 -5.43  0.889
O4 -3.36 -22.91 -5.10  -0.593
O5 -4.92 -23.46 -6.60  -0.347
C4 -3.95 -23.98 -7.46  -0.594
H4 -5.08 -20.73 -3.93  -0.058
H5 -4.74 -22.05 -2.87  0.340
H6 -6.41 -21.64 -3.18  0.296
H7 -3.45 -24.88 -7.10  0.307
H8 -3.12 -23.30 -7.65  0.188
H9 -4.34 -24.20 -8.45  0.278
C5 -2.21 -18.44 1.87  -0.790
O6 -2.35 -17.23 1.14  -0.140
C6 -2.81 -16.09 1.66  0.687
O7 -3.16 -15.95 2.81  -0.605
O8 -2.80 -15.20 0.70  -0.149
C7 -3.23 -13.86 0.92  -0.860
H10 -2.36 -18.25 2.93  0.439
H11 -1.17 -18.76 1.79  0.247
H12 -2.78 -19.18 1.31  0.215
H13 -3.62 -13.45 0.00  0.247
H14 -2.32 -13.33 1.23  0.318
H15 -3.96 -13.70 1.71  0.400
C8 -0.19 -15.68 -0.83  -0.820
O9 -1.03 -16.19 -1.87  -0.111
C9 -1.72 -15.30 -2.58  0.757
O10 -1.91 -14.13 -2.35  -0.621
O11 -2.19 -15.96 -3.64  -0.174
C10 -3.05 -15.39 -4.59  -0.540
H16 0.79 -15.51 -1.24  0.337
H17 -0.28 -16.22 0.11  0.148
H18 -0.61 -14.71 -0.51  0.320
H19 -3.90 -15.99 -4.87  -0.080
H20 -2.46 -15.04 -5.44  0.309
H21 -3.49 -14.47 -4.17  0.418
C11 -3.98 -17.79 -8.57  -0.699
O12 -4.89 -18.26 -7.60  -0.258
C12 -5.41 -17.45 -6.70  0.856
O13 -5.55 -16.26 -6.80  -0.596
O14 -5.84 -18.21 -5.70  -0.236
C13 -6.46 -17.58 -4.59  -0.743
H22 -3.78 -18.61 -9.25  0.216
H23 -3.03 -17.56 -8.08  0.242
H24 -4.35 -16.90 -9.08  0.355
H25 -6.84 -16.57 -4.79  0.378
H26 -5.70 -17.51 -3.81  0.227
H27 -7.31 -18.18 -4.28  0.279
Cl1 3.21 -23.91 -2.55  -0.184
C14 3.22 -22.20 -2.11  -0.103
C15 3.59 -21.30 -3.28  -0.506
Cl2 2.34 -21.38 -4.55  -0.134
H28 3.94 -22.13 -1.30  0.320
H29 2.20 -21.93 -1.87  0.009
H30 4.46 -21.69 -3.81  0.347
H31 3.76 -20.27 -3.00  0.292
Cl3 -0.38 -20.77 -2.23  -0.207
C16 -1.30 -19.23 -2.20  -0.066
C17 -2.73 -19.35 -2.70  0.545
Cl4 -3.92 -19.38 -1.38  -0.242
H32 -0.81 -18.58 -2.91  0.213
H33 -1.26 -18.83 -1.19  -0.052
H34 -2.77 -20.33 -3.19  0.004
H35 -2.98 -18.61 -3.45  -0.229

Formula: C17H36CeNO2P3
Source: the Open Molecules 2025 dataset
Level of theory: ωB97M-V/def2-TZVPD

For the HOMO energy (alpha / beta), the calculation gives -21.31 / -21.32 eV. The calculation puts the total energy at -64547.188 eV. As for the HOMO-LUMO gap (alpha / beta): 0.193 / 0.194 Eh. The net charge is +4. Its multiplicity is 1.

Last column: natural (NBO) charge in e.
CARTESIAN COORDINATES (ANGSTROEM)
P1 -2.12 -0.73 -2.73  0.996
C1 -3.61 -1.78 -2.47  -0.932
H1 -4.07 -2.02 -3.44  0.304
H2 -4.34 -1.24 -1.85  0.264
H3 -3.34 -2.71 -1.96  0.262
C2 -2.91 0.74 -3.50  -0.927
H4 -2.13 1.44 -3.83  0.234
H5 -3.55 1.25 -2.77  0.257
H6 -3.51 0.42 -4.36  0.298
C3 -1.42 -1.50 -4.24  -0.928
H7 -2.18 -1.52 -5.02  0.295
H8 -1.09 -2.52 -4.01  0.265
H9 -0.55 -0.93 -4.58  0.240
P2 2.37 -2.28 0.58  1.028
C4 2.06 -3.93 1.30  -0.931
H10 3.02 -4.42 1.56  0.302
H11 1.52 -4.56 0.58  0.271
H12 1.45 -3.84 2.21  0.267
C5 3.38 -2.74 -0.88  -0.928
H13 3.78 -1.84 -1.35  0.231
H14 2.78 -3.30 -1.61  0.264
H15 4.21 -3.37 -0.53  0.298
C6 3.73 -1.71 1.67  -0.925
H16 4.54 -2.45 1.62  0.295
H17 3.38 -1.61 2.70  0.266
H18 4.11 -0.74 1.32  0.233
P3 -0.64 2.09 2.75  0.990
C7 -1.52 1.48 4.24  -0.928
H19 -1.57 2.27 5.01  0.303
H20 -0.99 0.61 4.66  0.264
H21 -2.54 1.17 3.97  0.261
C8 0.64 3.14 3.54  -0.925
H22 0.16 3.83 4.24  0.294
H23 1.17 3.71 2.76  0.238
H24 1.38 2.52 4.08  0.269
C9 -1.81 3.43 2.27  -0.922
H25 -1.79 4.22 3.03  0.296
H26 -2.83 3.03 2.19  0.262
H27 -1.52 3.85 1.30  0.223
Ce1 0.32 0.40 -0.29  0.666
C10 -0.33 -2.30 -0.85  0.596
O1 -0.79 -3.36 -0.90  -0.347
C11 0.50 -0.69 2.29  0.592
O2 0.41 -1.24 3.31  -0.351
C12 1.98 2.06 -0.03  -0.195
C13 0.79 2.71 -0.44  -0.216
C14 0.15 2.33 -1.64  -0.235
C15 0.73 1.31 -2.44  -0.192
C16 1.91 0.67 -2.04  -0.237
C17 2.55 1.05 -0.83  -0.201
H28 2.45 2.32 0.92  0.325
H29 0.33 3.47 0.18  0.325
H30 -0.80 2.79 -1.90  0.329
H31 0.24 0.99 -3.36  0.323
H32 2.30 -0.15 -2.64  0.329
H33 3.44 0.53 -0.48  0.324
N1 -2.19 -0.04 0.58  -1.036
H34 -2.79 0.75 0.33  0.424
H35 -2.27 -0.14 1.60  0.426
H36 -2.63 -0.87 0.18  0.427

Formula: C17H36Cl26N3O
Source: the Open Molecules 2025 dataset
Level of theory: ωB97M-V/def2-TZVPD

For the HOMO energy, the calculation gives -12.03 eV. The calculation puts the total energy at -350307.052 eV. As for the HOMO-LUMO gap: 0.324 Eh. The net charge is +1. Its multiplicity is 1.

Last column: Mulliken charge in e.
CARTESIAN COORDINATES (ANGSTROEM)
N1 2.69 -0.10 3.22  0.050
C1 1.86 -0.14 2.21  0.136
N2 1.43 1.09 1.61  -0.246
C2 -0.05 1.24 1.63  -0.749
C3 -0.85 -0.11 1.71  -0.074
O1 -1.29 -0.28 3.09  -0.591
C4 -0.03 -1.38 1.29  -0.449
N3 1.39 -1.40 1.76  -0.172
H1 2.83 0.82 3.64  0.284
H2 3.12 -0.95 3.58  0.057
H3 1.84 1.23 0.68  0.317
H4 -0.31 1.81 2.57  0.185
H5 -0.36 1.91 0.79  0.421
H6 -1.78 -0.09 1.07  0.553
H7 -2.18 -0.64 2.99  0.377
H8 -0.54 -2.26 1.79  0.120
H9 -0.05 -1.60 0.19  0.375
H10 1.43 -2.01 2.59  0.306
C5 -5.56 2.41 -0.32  -0.469
Cl1 -4.13 3.36 0.13  -0.065
Cl2 -5.11 0.77 -0.82  -0.134
H11 -6.22 2.35 0.54  0.329
H12 -6.06 2.91 -1.15  0.349
C6 6.12 0.59 1.89  0.443
Cl3 7.51 1.48 2.52  -0.132
Cl4 5.32 1.49 0.59  -0.160
H13 6.46 -0.36 1.51  0.326
H14 5.41 0.44 2.70  -0.480
C7 -3.81 2.57 -3.55  0.603
Cl5 -2.26 2.98 -4.31  -0.142
Cl6 -5.15 3.43 -4.30  -0.174
H15 -3.97 1.50 -3.65  0.255
H16 -3.76 2.84 -2.50  -0.570
C8 -0.98 -5.54 1.13  -0.438
Cl7 0.39 -4.61 1.77  -0.098
Cl8 -1.81 -4.67 -0.16  -0.057
H17 -0.60 -6.48 0.74  0.333
H18 -1.68 -5.73 1.93  0.309
C9 -4.71 -4.58 -3.26  -0.359
Cl9 -3.28 -3.58 -2.99  -0.054
Cl10 -4.27 -6.19 -3.84  -0.170
H19 -5.25 -4.68 -2.32  0.305
H20 -5.34 -4.10 -4.00  0.293
C10 -5.15 6.04 2.42  0.142
Cl11 -6.47 5.01 1.84  -0.163
Cl12 -5.30 7.69 1.80  -0.146
H21 -5.17 6.07 3.51  0.310
H22 -4.20 5.62 2.08  -0.157
C11 6.58 5.05 2.10  0.052
Cl13 7.97 5.94 2.72  -0.152
Cl14 5.77 5.94 0.80  -0.159
H23 6.91 4.10 1.71  -0.003
H24 5.87 4.90 2.91  0.246
C12 -0.36 -1.08 -4.79  0.061
Cl15 -1.13 -0.53 -3.29  -0.083
Cl16 -1.50 -1.97 -5.81  -0.102
H25 0.02 -0.21 -5.33  -0.216
H26 0.47 -1.74 -4.52  0.307
C13 5.58 -1.40 5.70  -0.338
Cl17 4.15 -2.37 5.34  -0.130
Cl18 5.39 0.26 5.10  -0.143
H27 5.74 -1.37 6.77  0.367
H28 6.45 -1.85 5.21  0.289
C14 -0.75 5.54 -0.59  -0.441
Cl19 -1.68 6.16 0.78  -0.126
Cl20 -1.79 4.67 -1.73  -0.008
H29 -0.28 6.38 -1.10  0.374
H30 0.01 4.86 -0.22  0.227
C15 3.64 -6.13 6.24  -0.320
Cl21 5.06 -5.29 6.88  -0.151
Cl22 2.86 -5.20 4.95  -0.102
H31 3.96 -7.09 5.83  0.290
H32 2.93 -6.28 7.04  0.292
C16 -4.12 -5.85 -7.65  0.147
Cl23 -3.72 -4.13 -7.83  -0.138
Cl24 -2.82 -6.88 -8.25  -0.159
H33 -4.28 -6.06 -6.60  -0.126
H34 -5.03 -6.06 -8.21  0.287
C17 1.70 2.39 -6.15  -0.322
Cl25 0.10 2.93 -5.61  -0.090
Cl26 1.90 0.64 -5.97  -0.158
H35 1.80 2.65 -7.20  0.304
H36 2.47 2.89 -5.57  0.297

Formula: C17H36GeN4O4RhS2Si3
Source: the Open Molecules 2025 dataset
Level of theory: ωB97M-V/def2-TZVPD

For the HOMO energy (alpha / beta), the calculation gives -5.56 / -7.96 eV. The calculation puts the total energy at -137192.596 eV. As for the HOMO-LUMO gap (alpha / beta): 0.208 / 0.220 Eh. The net charge is 0. Its multiplicity is 6. As for the energy relative to the best compared isomer or geometry (same formula, charge and spin): 0.130 eV.

Last column: natural (NBO) charge in e.
CARTESIAN COORDINATES (ANGSTROEM)
Rh1 0.62 -0.70 -1.39  1.118
C1 2.42 -4.70 -1.15  -0.667
C2 1.66 -3.47 -1.52  0.190
N1 2.04 -2.25 -1.12  -0.384
N2 3.13 -2.11 -0.33  -0.317
C3 3.40 -0.92 0.05  0.234
N3 4.49 -0.69 0.89  -0.819
S1 2.54 0.55 -0.47  -0.218
C4 0.51 -3.49 -2.33  0.106
C5 -0.02 -4.68 -2.91  -0.218
C6 -1.12 -4.62 -3.71  -0.173
C7 -1.72 -3.38 -3.98  -0.317
C8 -1.18 -2.26 -3.41  0.066
N4 -0.11 -2.28 -2.60  -0.570
H1 3.06 -4.51 -0.30  0.247
H2 3.05 -5.05 -1.98  0.223
H3 1.73 -5.51 -0.89  0.224
H4 5.12 -1.48 0.92  0.395
H5 4.95 0.19 0.75  0.385
H6 0.46 -5.62 -2.70  0.219
H7 -1.52 -5.53 -4.14  0.216
H8 -2.59 -3.29 -4.62  0.220
H9 -1.59 -1.28 -3.60  0.189
O1 -2.01 -2.80 0.91  -0.940
S2 -1.43 -1.50 0.92  2.598
O2 -1.81 -0.62 2.01  -0.990
O3 0.03 -1.50 0.69  -1.010
O4 -1.92 -0.75 -0.43  -1.102
C9 1.20 -0.66 3.75  -1.126
Si1 1.31 1.08 3.10  1.305
C10 3.08 1.71 3.14  -1.124
C11 0.20 2.20 4.11  -1.119
Ge1 0.50 1.17 0.84  0.219
Si2 -3.37 0.16 -0.48  1.908
C12 -4.74 -0.94 0.12  -1.157
C13 -3.59 0.65 -2.27  -1.145
C14 -3.20 1.71 0.53  -1.152
Si3 0.65 3.39 -0.16  1.261
C15 -0.26 4.55 1.00  -1.121
C16 2.41 4.00 -0.39  -1.115
C17 -0.24 3.41 -1.82  -1.122
H10 1.50 -0.67 4.80  0.235
H11 1.86 -1.34 3.20  0.252
H12 0.19 -1.04 3.67  0.267
H13 3.42 1.72 4.18  0.242
H14 3.16 2.73 2.75  0.233
H15 3.74 1.05 2.58  0.250
H16 0.51 2.17 5.16  0.242
H17 -0.84 1.88 4.05  0.251
H18 0.25 3.25 3.79  0.233
H19 -4.82 -1.83 -0.50  0.252
H20 -5.69 -0.40 0.07  0.237
H21 -4.57 -1.25 1.15  0.265
H22 -3.04 0.01 -2.95  0.237
H23 -3.27 1.68 -2.44  0.239
H24 -4.65 0.59 -2.55  0.248
H25 -3.08 1.50 1.59  0.266
H26 -4.09 2.34 0.39  0.241
H27 -2.34 2.29 0.18  0.225
H28 0.25 4.69 1.95  0.238
H29 -1.27 4.19 1.21  0.244
H30 -0.35 5.54 0.53  0.241
H31 3.00 3.96 0.53  0.241
H32 2.33 5.04 -0.70  0.238
H33 2.94 3.45 -1.16  0.247
H34 -1.32 3.52 -1.67  0.239
H35 -0.08 2.49 -2.39  0.235
H36 0.10 4.25 -2.44  0.243

> The highest net charge belongs to which entry?

C17H36CeNO2P3